The following is a DFT calculation (ωB97M-V with the def2-TZVPD basis set) of a molecular structure, C17H32N3OPRuSi.

- HOMO energy (alpha / beta) (eV) = -5.40 / -6.91
- charge = 0
- electronic energy (eV) = -44408.37466
- frontier orbital gap (alpha / beta) (eV) = 5.85 / 5.57
- LUMO (alpha / beta) (eV) = 0.45 / -1.35
- multiplicity = 5

Cartesian coordinates (Å):
Ru  -0.26  -0.10  -0.32
Si  0.14  -1.88  -1.65
P  0.55  1.12  -2.05
N  -1.82  0.81  -0.21
H  3.34  0.74  -0.03
C  0.85  2.87  -1.65
H  1.18  3.43  -2.53
H  1.63  2.95  -0.88
H  -0.07  3.33  -1.27
C  2.07  0.73  -3.01
H  2.25  1.49  -3.78
H  2.00  -0.24  -3.50
H  2.96  0.71  -2.36
C  -0.70  1.27  -3.39
H  -0.32  1.89  -4.21
H  -1.60  1.74  -2.98
H  -0.95  0.27  -3.76
C  1.74  -2.94  -1.63
H  2.12  -3.05  -0.61
H  2.52  -2.45  -2.23
H  1.56  -3.94  -2.06
H  -0.80  -2.86  -1.02
H  -0.16  -1.80  -3.10
C  -3.11  0.48  -0.38
C  -5.40  1.18  0.01
C  -4.06  1.35  0.26
C  -3.57  -0.62  -1.20
C  -4.93  -0.75  -1.42
C  -5.83  0.14  -0.83
H  -6.09  1.88  0.48
H  -3.59  2.14  0.89
H  -2.79  -1.29  -1.63
H  -5.28  -1.57  -2.06
H  -6.89  0.03  -1.01
C  3.35  0.13  0.92
O  2.59  -0.96  0.82
C  3.00  1.08  2.02
H  3.87  1.47  2.54
H  2.38  0.48  2.69
H  2.33  1.95  1.78
C  4.83  0.18  0.36
H  5.19  1.22  0.27
H  4.84  -0.22  -0.67
H  5.40  -0.45  1.08
C  -0.62  -0.38  5.16
N  -0.42  -0.82  3.80
C  -0.18  -2.14  3.42
C  -0.03  -2.14  2.06
N  -0.20  -0.84  1.61
C  -0.41  -0.05  2.67
H  -1.58  -0.71  5.56
H  0.17  -0.74  5.81
H  -0.62  0.70  5.17
H  -0.15  -2.94  4.13
H  0.17  -2.88  1.31
H  -0.58  1.02  2.64